No. 1
DFT (ωB97M-V with the def2-TZVPD basis set) results for a cluster of 3 separate species, C3H12O2S in total.

Atoms and positions in Å:
1 C 2.285 -0.995 0.161
2 C 2.203 0.465 0.661
3 S 0.520 1.101 0.784
4 C 0.132 1.166 -1.001
5 H 2.513 -1.670 0.980
6 H 3.005 -1.164 -0.639
7 H 1.323 -1.338 -0.224
8 H 2.766 1.114 -0.006
9 H 2.629 0.488 1.656
10 H 1.075 1.181 -1.509
11 H -0.535 0.377 -1.321
12 H -0.334 2.126 -1.222
13 H -5.080 0.190 0.311
14 H -3.647 -0.316 0.153
15 O -4.285 0.306 -0.222
16 H -0.888 -0.908 0.934
17 H -1.948 -0.826 -0.154
18 O -1.735 -1.296 0.659

Kohn-Sham gap	0.36156	hartree
SMILES	CCSC.O.O
HOMO energy	-9.0	eV
energy relative to the best compared isomer or geometry (same formula, charge and spin)	43.82	kJ/mol
E_LUMO	0.8	eV

=====

No. 2
DFT (ωB97M-V with the def2-TZVPD basis set) results for a structure of composition C13H25Br8Cl3O4Sr3.

Atoms and positions in Å:
1 Sr -0.522 3.973 5.342
2 Sr -5.349 1.051 2.866
3 Sr -2.475 -3.851 5.316
4 O -1.436 1.218 1.679
5 C -0.800 0.374 0.751
6 C -1.686 -0.899 0.316
7 O -2.411 -1.611 1.316
8 H 0.122 -0.030 1.168
9 H -0.530 0.917 -0.155
10 H -1.077 -1.610 -0.241
11 H -2.433 -0.653 -0.439
12 O 2.517 1.388 7.052
13 C 3.202 0.440 6.265
14 C 2.879 -1.098 6.362
15 O 1.608 -1.682 6.669
16 H 4.257 0.700 6.352
17 H 2.891 0.693 5.251
18 H 3.478 -1.410 7.218
19 H 3.406 -1.622 5.564
20 Br 2.869 5.637 1.515
21 C 3.762 5.056 -0.103
22 C 2.916 5.533 -1.246
23 Br 4.003 5.113 -2.974
24 H 3.843 3.969 -0.121
25 H 4.771 5.451 -0.219
26 H 2.731 6.607 -1.198
27 H 1.948 5.032 -1.273
28 Br 1.095 -9.315 -0.737
29 C 2.442 -7.878 -0.828
30 C 1.959 -6.604 -0.214
31 Br 1.232 -6.828 1.581
32 H 2.719 -7.673 -1.862
33 H 3.218 -8.298 -0.188
34 H 1.116 -6.252 -0.810
35 H 2.686 -5.793 -0.249
36 Br 1.526 -2.029 -4.870
37 C 1.168 -0.017 -4.799
38 C -0.105 0.325 -5.598
39 Br -0.309 2.327 -5.760
40 H 2.004 0.357 -5.390
41 H 1.244 0.350 -3.775
42 H -1.020 -0.200 -5.324
43 H 0.079 -0.090 -6.590
44 Br -2.809 7.960 -1.111
45 C -3.665 6.177 -0.793
46 C -5.204 6.288 -0.919
47 Br -6.109 4.652 -0.266
48 H -3.308 5.836 0.179
49 H -3.243 5.551 -1.579
50 H -5.520 6.671 -1.890
51 H -5.448 7.038 -0.167
52 C -3.585 -6.235 -2.119
53 Cl -2.455 -6.163 -3.450
54 Cl -4.208 -7.925 -1.815
55 Cl -4.843 -5.127 -2.461
56 H -3.136 -5.792 -1.230

Kohn-Sham gap	0.08654	hartree
HOMO energy	-10.2	eV
total charge	+2
E_LUMO	-7.8	eV

=====

No. 3
DFT (ωB97M-V with the def2-TZVPD basis set) results for a structure of composition C15H22BiN4S4Se.

Atoms and positions in Å:
1 Bi 2.499 1.024 1.253
2 S 3.538 0.791 3.711
3 S 2.043 1.487 4.957
4 S 1.235 3.042 3.915
5 S 0.338 2.030 2.364
6 N 1.752 2.997 -2.294
7 C 1.076 2.248 -3.193
8 C 0.403 2.796 -4.272
9 C -0.328 1.992 -5.161
10 C -0.411 0.637 -5.002
11 C 0.260 0.033 -3.911
12 C 0.203 -1.355 -3.651
13 C 0.858 -1.873 -2.574
14 C 1.590 -0.999 -1.744
15 N 1.668 0.291 -1.945
16 C 1.009 0.823 -3.008
17 H 1.861 3.982 -2.443
18 H 2.343 2.579 -1.583
19 H 0.436 3.868 -4.427
20 H -0.838 2.468 -5.990
21 H -0.979 0.020 -5.688
22 H -0.373 -1.991 -4.314
23 H 0.815 -2.926 -2.329
24 H 2.086 -1.394 -0.863
25 C -1.385 -0.022 -0.120
26 C -1.763 -1.290 0.633
27 N -1.262 -1.307 1.998
28 C -2.036 -0.574 2.987
29 C -3.092 -1.441 3.664
30 C -0.003 -1.780 2.247
31 C 0.477 -1.716 3.670
32 N 0.705 -2.246 1.281
33 H -1.737 -0.063 -1.154
34 H -0.302 0.086 -0.138
35 H -1.807 0.868 0.351
36 H -1.357 -2.160 0.118
37 H -2.850 -1.401 0.678
38 H -2.514 0.268 2.480
39 H -1.369 -0.123 3.718
40 H -3.763 -1.884 2.926
41 H -3.692 -0.848 4.359
42 H -2.625 -2.255 4.222
43 H -0.275 -2.077 4.374
44 H 0.721 -0.686 3.941
45 H 1.381 -2.312 3.780
46 H 1.594 -2.571 1.647
47 Se 3.868 2.961 0.530

Kohn-Sham gap	0.25291	hartree
HOMO energy	-4.2	eV
total charge	-1
energy relative to the best compared isomer or geometry (same formula, charge and spin)	2.60	kJ/mol
E_LUMO	2.7	eV

=====

No. 4
DFT (ωB97M-V with the def2-TZVPD basis set) results for an isolated molecule of C29H26ClN3O3.

Atoms and positions in Å:
1 C -2.791 1.776 -0.372
2 C -2.578 2.972 0.510
3 C -2.897 4.259 0.094
4 C -2.725 5.365 0.913
5 C -2.222 5.190 2.188
6 C -1.886 3.928 2.638
7 C -2.057 2.826 1.808
8 N -1.705 1.537 2.220
9 C -1.174 1.123 3.395
10 O -0.988 1.793 4.384
11 C -0.826 -0.371 3.378
12 H -1.601 -0.921 3.927
13 H 0.124 -0.531 3.898
14 O -0.747 -0.842 2.041
15 C 0.006 -1.933 1.795
16 O 0.565 -2.554 2.660
17 C 0.096 -2.177 0.332
18 C 1.319 -2.497 -0.226
19 C 1.404 -2.573 -1.643
20 N 0.397 -2.317 -2.431
21 C -0.813 -2.052 -1.910
22 C -1.886 -1.839 -2.801
23 C -3.149 -1.634 -2.322
24 C -3.389 -1.652 -0.941
25 C -2.363 -1.832 -0.053
26 C -1.040 -2.004 -0.508
27 H -2.572 -1.864 1.005
28 H -4.400 -1.532 -0.578
29 H -3.973 -1.478 -3.002
30 H -1.672 -1.866 -3.857
31 C 2.691 -2.916 -2.335
32 C 3.871 -3.130 -1.374
33 N 3.786 -2.405 -0.130
34 C 2.572 -2.738 0.576
35 H 2.550 -2.197 1.521
36 H 2.612 -3.807 0.824
37 C 4.118 -0.988 -0.146
38 C 3.027 -0.044 -0.601
39 C 2.908 0.332 -1.932
40 C 1.877 1.157 -2.345
41 C 0.964 1.643 -1.425
42 C 1.097 1.308 -0.089
43 C 2.117 0.468 0.317
44 H 2.219 0.220 1.365
45 H 0.418 1.719 0.644
46 H 0.168 2.298 -1.745
47 H 1.792 1.431 -3.387
48 H 3.638 -0.011 -2.651
49 H 4.999 -0.871 -0.781
50 H 4.402 -0.726 0.880
51 H 4.809 -2.868 -1.869
52 H 3.925 -4.191 -1.104
53 H 2.526 -3.817 -2.930
54 H 2.897 -2.113 -3.045
55 H -1.789 0.822 1.508
56 H -1.491 3.785 3.629
57 H -2.089 6.043 2.834
58 H -2.987 6.346 0.550
59 Cl -3.535 4.537 -1.495
60 H -3.206 2.082 -1.327
61 H -3.490 1.079 0.089
62 H -1.856 1.250 -0.569

Kohn-Sham gap	0.30282	hartree
SMILES	Cc1c(Cl)cccc1NC(=O)COC(=O)c1c2c(nc3ccccc13)CCN(Cc1ccccc1)C2
HOMO energy	-8.6	eV
energy relative to the best compared isomer or geometry (same formula, charge and spin)	0.35	kJ/mol
E_LUMO	-0.4	eV

=====

No. 5
DFT (ωB97M-V with the def2-TZVPD basis set) results for a structure of composition C37H27CoN4O7P.

Atoms and positions in Å:
1 Co 0.738 -1.430 1.849
2 O 1.021 -5.207 0.527
3 C 1.144 -4.044 0.843
4 N 0.556 -3.346 1.856
5 C -0.290 -3.917 2.764
6 O -0.700 -5.057 2.817
7 C -0.703 -2.920 3.832
8 C -1.629 -3.286 4.797
9 C -1.977 -2.361 5.764
10 C -1.385 -1.105 5.739
11 C -0.471 -0.826 4.738
12 N -0.134 -1.713 3.807
13 C 2.111 -3.153 0.082
14 C 2.887 -3.675 -0.935
15 C 3.802 -2.844 -1.561
16 C 3.905 -1.524 -1.152
17 C 3.071 -1.074 -0.141
18 N 2.197 -1.870 0.465
19 H -2.046 -4.282 4.755
20 H -2.701 -2.611 6.528
21 H -1.627 -0.353 6.476
22 H 0.009 0.144 4.675
23 H 2.756 -4.716 -1.195
24 H 4.432 -3.222 -2.356
25 H 4.602 -0.840 -1.615
26 H 3.084 -0.041 0.174
27 O 3.806 1.414 3.474
28 C 2.827 0.605 3.047
29 O 2.847 -0.585 3.207
30 C 1.712 1.343 2.374
31 C 1.639 2.724 2.362
32 C 0.521 3.305 1.776
33 C -0.452 2.497 1.225
34 C -0.297 1.112 1.253
35 N 0.775 0.557 1.836
36 C -1.274 0.099 0.687
37 O -2.491 1.092 -0.795
38 O -1.120 -1.091 1.248
39 H 4.473 0.860 3.905
40 H 2.421 3.318 2.809
41 H 0.417 4.382 1.749
42 H -1.323 2.923 0.746
43 O 1.358 0.730 -1.316
44 P 0.016 1.051 -1.873
45 C -0.261 2.845 -1.906
46 C -1.484 3.478 -2.127
47 C -1.555 4.862 -2.140
48 C -0.412 5.626 -1.939
49 C 0.808 5.002 -1.729
50 C 0.882 3.617 -1.711
51 C -0.137 0.494 -3.584
52 C -1.266 0.734 -4.362
53 C -1.336 0.239 -5.653
54 C -0.279 -0.498 -6.174
55 C 0.847 -0.740 -5.401
56 C 0.918 -0.246 -4.106
57 C -1.344 0.230 -0.934
58 C -2.737 0.653 0.566
59 C -3.788 -0.409 0.610
60 C -3.797 -1.465 -0.205
61 C -2.772 -1.813 -1.191
62 C -1.683 -1.111 -1.512
63 H -2.387 2.898 -2.256
64 H -2.508 5.348 -2.305
65 H -0.474 6.707 -1.949
66 H 1.703 5.593 -1.578
67 H 1.824 3.115 -1.532
68 H -2.102 1.296 -3.962
69 H -2.217 0.424 -6.253
70 H -0.337 -0.887 -7.182
71 H 1.669 -1.317 -5.805
72 H 1.787 -0.431 -3.485
73 H -3.001 1.500 1.205
74 H -4.584 -0.299 1.337
75 H -4.612 -2.172 -0.109
76 H -2.896 -2.776 -1.673
77 H -0.977 -1.559 -2.202

Kohn-Sham gap (alpha / beta)	0.26985 / 0.26918	hartree
HOMO energy (alpha / beta)	-7.8 / -7.8	eV
2S+1	2
<S²>	0.8831
energy relative to the best compared isomer or geometry (same formula, charge and spin)	330.37	kJ/mol
E_LUMO (alpha / beta)	-0.5 / -0.5	eV

=====

No. 6
DFT (ωB97M-V with the def2-TZVPD basis set) results for a structure of composition C20H27ClN3O4Pt.

Atoms and positions in Å:
1 Pt -0.518 0.054 0.236
2 O -1.166 -2.266 3.722
3 Cl -1.799 -1.607 2.682
4 O -3.251 -1.717 2.775
5 O -1.492 -0.218 2.626
6 O -1.474 -2.187 1.403
7 N -4.072 -2.095 0.320
8 C -3.510 -0.914 -0.379
9 C -3.471 -1.056 -1.892
10 C -2.599 0.078 -2.451
11 N -1.193 -0.138 -2.086
12 C -3.090 1.453 -1.966
13 C -3.452 1.561 -0.473
14 N -2.252 1.670 0.354
15 C -4.273 0.350 -0.017
16 H -3.524 -2.930 0.094
17 H -5.063 -2.245 0.118
18 H -3.911 -1.947 1.387
19 H -2.465 -0.828 -0.031
20 H -4.471 -0.971 -2.320
21 H -3.049 -2.018 -2.190
22 H -2.693 0.068 -3.549
23 H -0.604 0.527 -2.582
24 H -0.887 -1.066 -2.373
25 H -3.980 1.704 -2.542
26 H -2.327 2.199 -2.196
27 H -4.069 2.464 -0.355
28 H -2.474 1.592 1.346
29 H -1.789 2.565 0.215
30 H -5.241 0.365 -0.521
31 H -4.437 0.408 1.059
32 C 5.928 -2.516 0.703
33 C 5.535 -1.480 -0.134
34 C 4.268 -0.944 -0.036
35 C 3.365 -1.425 0.923
36 C 3.767 -2.491 1.742
37 C 5.035 -3.024 1.636
38 C 2.022 -0.902 1.082
39 C 1.482 0.237 0.580
40 C 2.108 1.469 0.181
41 C 3.306 1.915 0.767
42 C 3.859 3.126 0.406
43 C 3.228 3.944 -0.522
44 C 2.028 3.536 -1.092
45 C 1.476 2.325 -0.739
46 H 6.922 -2.929 0.624
47 H 6.223 -1.098 -0.873
48 H 3.968 -0.151 -0.704
49 H 3.079 -2.879 2.479
50 H 5.331 -3.841 2.277
51 H 1.377 -1.554 1.672
52 H 3.790 1.302 1.512
53 H 4.789 3.442 0.854
54 H 3.657 4.898 -0.785
55 H 1.522 4.178 -1.799
56 H 0.531 2.010 -1.168

Kohn-Sham gap (alpha / beta)	0.27073 / 0.23189	hartree
HOMO energy (alpha / beta)	-9.9 / -10.3	eV
2S+1	3
total charge	+1
<S²>	2.0112
energy relative to the best compared isomer or geometry (same formula, charge and spin)	78.19	kJ/mol
E_LUMO (alpha / beta)	-2.6 / -4.0	eV

=====

No. 7
DFT (ωB97M-V with the def2-TZVPD basis set) results for a cluster of 7 separate species, C39H91ClNO13 in total.

Atoms and positions in Å:
1 C -0.887 1.170 1.866
2 C -2.203 0.464 1.342
3 O -1.926 -0.548 0.389
4 C -2.482 -1.803 0.756
5 C -4.013 -1.827 0.404
6 C -4.238 -1.781 -1.144
7 C -5.440 -0.872 -1.569
8 C -5.246 0.627 -1.111
9 C -6.592 1.334 -0.740
10 C -6.544 2.835 -1.207
11 N -5.379 3.527 -0.603
12 C -5.344 3.499 0.889
13 C -5.736 2.129 1.518
14 C -6.908 1.368 0.801
15 C -6.987 -0.058 1.458
16 C -8.279 -0.189 2.345
17 C -8.530 -1.661 2.765
18 Cl -8.950 -2.733 1.368
19 H -0.001 0.552 1.651
20 H -0.814 2.152 1.365
21 H -1.045 1.362 2.943
22 H -2.820 1.277 0.889
23 H -2.763 0.040 2.202
24 H -2.012 -2.616 0.168
25 H -2.333 -2.030 1.830
26 H -4.527 -0.992 0.913
27 H -4.429 -2.796 0.759
28 H -4.347 -2.797 -1.558
29 H -3.334 -1.323 -1.603
30 H -6.421 -1.256 -1.232
31 H -5.473 -0.868 -2.680
32 H -4.826 1.147 -2.008
33 H -4.462 0.678 -0.334
34 H -7.404 0.777 -1.247
35 H -7.509 3.334 -0.990
36 H -6.464 2.814 -2.314
37 H -4.506 3.209 -1.033
38 H -5.453 4.513 -0.874
39 H -5.934 4.297 1.373
40 H -4.288 3.690 1.179
41 H -6.068 2.330 2.559
42 H -4.856 1.462 1.612
43 H -7.884 1.857 1.012
44 H -6.125 -0.204 2.137
45 H -7.020 -0.872 0.710
46 H -9.153 0.279 1.848
47 H -8.100 0.393 3.274
48 H -7.606 -2.034 3.246
49 H -9.351 -1.684 3.499
50 C 3.465 -3.263 -0.463
51 O 2.341 -3.050 -1.307
52 C 1.267 -2.409 -0.636
53 C 1.198 -0.932 -0.980
54 O 2.322 -0.225 -0.467
55 C 3.292 0.041 -1.467
56 H 4.313 -3.537 -1.089
57 H 3.723 -2.365 0.103
58 H 3.259 -4.086 0.227
59 H 1.341 -2.554 0.446
60 H 0.345 -2.891 -0.978
61 H 0.310 -0.503 -0.509
62 H 1.109 -0.788 -2.062
63 H 2.936 0.844 -2.121
64 H 3.518 -0.845 -2.065
65 H 4.209 0.371 -0.977
66 C -0.268 4.633 -5.862
67 O -0.346 4.796 -4.451
68 C -0.662 3.586 -3.781
69 C 0.571 2.955 -3.157
70 O 1.479 2.505 -4.151
71 C 2.573 3.394 -4.334
72 H 0.199 5.525 -6.278
73 H 0.332 3.763 -6.138
74 H -1.274 4.533 -6.281
75 H -1.157 2.883 -4.458
76 H -1.368 3.840 -2.981
77 H 0.263 2.073 -2.584
78 H 1.060 3.649 -2.468
79 H 3.272 3.304 -3.496
80 H 2.243 4.431 -4.425
81 H 3.089 3.110 -5.251
82 C 6.993 -8.386 1.653
83 O 7.440 -7.227 2.341
84 C 7.638 -6.117 1.473
85 C 6.484 -5.136 1.558
86 O 5.281 -5.697 1.041
87 C 4.406 -6.136 2.066
88 H 6.645 -9.105 2.394
89 H 6.171 -8.161 0.971
90 H 7.823 -8.829 1.094
91 H 7.792 -6.450 0.442
92 H 8.551 -5.612 1.803
93 H 6.719 -4.263 0.942
94 H 6.342 -4.792 2.587
95 H 3.931 -5.274 2.548
96 H 4.927 -6.734 2.817
97 H 3.631 -6.751 1.608
98 C 2.231 -0.178 -9.141
99 O 2.601 -0.535 -7.819
100 C 2.264 0.467 -6.867
101 C 1.007 0.104 -6.098
102 O -0.141 0.110 -6.946
103 C -0.536 -1.195 -7.338
104 H 2.303 -1.069 -9.764
105 H 1.207 0.199 -9.189
106 H 2.920 0.580 -9.529
107 H 2.156 1.443 -7.351
108 H 3.099 0.530 -6.162
109 H 0.839 0.859 -5.329
110 H 1.119 -0.865 -5.602
111 H -1.018 -1.708 -6.499
112 H 0.312 -1.787 -7.691
113 H -1.256 -1.100 -8.151
114 C 11.494 -4.638 5.359
115 O 11.102 -3.337 5.771
116 C 10.856 -2.468 4.674
117 C 9.368 -2.313 4.413
118 O 8.792 -3.531 3.956
119 C 8.091 -4.222 4.980
120 H 11.437 -5.297 6.225
121 H 10.842 -5.031 4.577
122 H 12.528 -4.618 4.999
123 H 11.374 -2.817 3.776
124 H 11.269 -1.491 4.942
125 H 9.225 -1.574 3.618
126 H 8.853 -1.950 5.307
127 H 7.141 -3.718 5.185
128 H 8.675 -4.291 5.900
129 H 7.883 -5.232 4.624
130 C -3.025 7.637 5.129
131 O -4.294 8.219 4.866
132 C -4.699 8.063 3.515
133 C -5.720 6.947 3.373
134 O -5.145 5.673 3.656
135 C -5.475 5.208 4.959
136 H -2.893 7.592 6.210
137 H -2.950 6.625 4.726
138 H -2.234 8.261 4.704
139 H -3.836 7.888 2.866
140 H -5.164 9.004 3.210
141 H -6.066 6.919 2.333
142 H -6.588 7.131 4.011
143 H -6.516 4.870 4.984
144 H -5.323 5.980 5.715
145 H -4.826 4.362 5.189

Kohn-Sham gap	0.25965	hartree
HOMO energy	-10.2	eV
total charge	+1
E_LUMO	-3.1	eV

=====

Copy entry 3 word for word.
DFT (ωB97M-V with the def2-TZVPD basis set) results for a structure of composition C15H22BiN4S4Se.

Atoms and positions in Å:
1 Bi 2.499 1.024 1.253
2 S 3.538 0.791 3.711
3 S 2.043 1.487 4.957
4 S 1.235 3.042 3.915
5 S 0.338 2.030 2.364
6 N 1.752 2.997 -2.294
7 C 1.076 2.248 -3.193
8 C 0.403 2.796 -4.272
9 C -0.328 1.992 -5.161
10 C -0.411 0.637 -5.002
11 C 0.260 0.033 -3.911
12 C 0.203 -1.355 -3.651
13 C 0.858 -1.873 -2.574
14 C 1.590 -0.999 -1.744
15 N 1.668 0.291 -1.945
16 C 1.009 0.823 -3.008
17 H 1.861 3.982 -2.443
18 H 2.343 2.579 -1.583
19 H 0.436 3.868 -4.427
20 H -0.838 2.468 -5.990
21 H -0.979 0.020 -5.688
22 H -0.373 -1.991 -4.314
23 H 0.815 -2.926 -2.329
24 H 2.086 -1.394 -0.863
25 C -1.385 -0.022 -0.120
26 C -1.763 -1.290 0.633
27 N -1.262 -1.307 1.998
28 C -2.036 -0.574 2.987
29 C -3.092 -1.441 3.664
30 C -0.003 -1.780 2.247
31 C 0.477 -1.716 3.670
32 N 0.705 -2.246 1.281
33 H -1.737 -0.063 -1.154
34 H -0.302 0.086 -0.138
35 H -1.807 0.868 0.351
36 H -1.357 -2.160 0.118
37 H -2.850 -1.401 0.678
38 H -2.514 0.268 2.480
39 H -1.369 -0.123 3.718
40 H -3.763 -1.884 2.926
41 H -3.692 -0.848 4.359
42 H -2.625 -2.255 4.222
43 H -0.275 -2.077 4.374
44 H 0.721 -0.686 3.941
45 H 1.381 -2.312 3.780
46 H 1.594 -2.571 1.647
47 Se 3.868 2.961 0.530

Kohn-Sham gap	0.25291	hartree
HOMO energy	-4.2	eV
total charge	-1
energy relative to the best compared isomer or geometry (same formula, charge and spin)	2.60	kJ/mol
E_LUMO	2.7	eV